Entry 1:
204
Properties=species:S:1:pos:R:3:forces:R:3:lowdin_charge:R:1 method="wB97M-V/def2-TZVPD" smiles=COC[C@H](C)N.COC[C@H](C)N.COC[C@H](C)N.COC[C@H](C)N.COC[C@H](C)N.COC[C@H](C)N.COC[C@H](C)N.COC[C@H](C)N.COC[C@H](C)N.COC[C@H](C)N.COC[C@H](C)N.COC[C@H](C)N e_above_lowest_kcal_mol=106.6 molar_mass_g_mol=1069.656 orbital_gap_ha=0.3363 total_energy_ha=-3467.6167
C -2.957308 0.120113 3.968260 -1.353 0.677 -0.813 -0.0413
C -2.531318 0.702443 5.295370 -1.019 -0.736 0.451 -0.4606
C -3.265408 -0.017717 6.432630 -0.105 0.600 0.083 -0.1827
O -4.676318 0.171153 6.365330 -0.571 0.100 0.042 -0.1959
C -5.249658 1.489543 6.505140 1.097 -0.545 0.802 -0.0828
N -1.130788 0.520723 5.365980 1.405 -0.659 0.330 0.0426
H -3.068658 -0.962577 3.909310 0.658 -0.115 0.337 0.0879
H -2.338498 0.503423 3.156930 0.270 -0.192 -0.028 0.0738
H -3.966988 0.438993 3.709500 -0.143 0.303 0.049 0.0566
H -2.718388 1.774983 5.347820 -0.721 0.262 -0.123 0.1183
H -2.881648 0.202613 7.428770 0.067 0.904 0.249 0.1167
H -3.034328 -1.082637 6.406920 -0.495 -0.234 -0.632 0.1261
H -4.895768 2.183163 5.742420 -0.483 -0.151 -0.444 0.0676
H -4.981818 1.978433 7.441810 0.540 -0.180 0.398 0.0787
H -6.328118 1.389283 6.627500 0.049 -0.197 -0.821 0.0879
H -0.772818 1.096743 4.617540 0.835 0.127 -0.163 0.0304
H -0.733178 0.853643 6.232670 0.041 0.168 0.170 0.0815
C -2.645728 -6.078427 -3.646710 -0.500 0.996 -0.196 -0.0534
C -2.661768 -4.927667 -4.714300 0.485 -2.299 2.096 -0.4156
C -1.957758 -3.708207 -4.150600 -0.897 0.950 -0.107 -0.1824
O -2.543458 -3.144387 -2.961660 -1.194 -1.680 -0.608 -0.1663
C -1.768258 -2.151567 -2.415060 1.120 0.658 0.120 -0.1289
N -1.905558 -5.442407 -5.831170 -0.277 0.581 -1.345 0.0301
H -1.595078 -6.174017 -3.372690 -0.071 -0.205 0.427 0.0575
H -2.988968 -7.028087 -4.057130 -0.001 0.033 -0.229 0.0670
H -3.305688 -5.843927 -2.811510 0.298 0.013 0.321 0.0715
H -3.696398 -4.747467 -5.006120 0.069 0.422 -0.090 0.1364
H -2.073328 -2.993907 -4.965780 0.587 0.602 0.003 0.1286
H -0.907248 -3.909917 -3.941180 0.236 -0.227 -0.191 0.1133
H -1.508828 -1.440777 -3.199640 0.227 0.440 0.112 0.0856
H -0.853748 -2.550847 -1.976480 0.536 -0.216 -0.232 0.0678
H -2.203398 -1.628047 -1.563770 -0.726 -0.167 -0.298 0.0741
H -2.204138 -6.389887 -6.013470 0.204 0.035 -0.156 0.0666
H -0.899338 -5.409857 -5.750150 0.105 0.012 0.327 0.0404
C 4.966132 1.951753 1.865490 0.799 1.283 0.315 -0.0648
C 4.028692 1.099783 2.640030 -0.529 -0.844 0.978 -0.4060
C 3.819772 1.639193 4.116410 1.584 0.086 -1.827 -0.2107
O 2.941142 0.836833 4.793800 -1.739 -0.565 1.052 -0.2430
C 2.705332 1.211553 6.164370 1.656 -0.479 -0.657 -0.0542
N 2.779222 0.982243 1.919960 -0.703 0.325 -0.174 0.0525
H 4.453232 2.886153 1.637610 0.063 0.155 -0.297 0.0670
H 5.396882 1.533973 0.955530 -0.465 -0.270 -0.007 0.0792
H 5.817352 2.213393 2.494040 0.187 0.076 0.058 0.0795
H 4.462552 0.100673 2.680700 0.336 -0.239 0.649 0.1388
H 3.537732 2.692023 4.105910 -0.422 0.196 -0.136 0.1018
H 4.790722 1.625893 4.611560 0.413 -0.108 0.114 0.1237
H 2.355402 2.238093 6.273260 -0.485 -0.039 -0.097 0.0874
H 3.695902 1.176033 6.617820 0.116 0.153 0.474 0.0870
H 2.120272 0.440753 6.666040 -0.377 0.275 -0.363 0.0917
H 2.980492 0.642563 0.990330 0.426 0.258 -0.583 0.0257
H 2.216842 0.214733 2.258720 -0.242 -0.125 0.604 0.0209
C -6.704708 4.363323 -0.330580 0.718 1.150 0.335 -0.0522
C -6.797058 3.820723 1.090250 0.156 0.422 -0.317 -0.4370
C -5.591578 4.143753 2.005010 0.022 -0.914 -1.060 -0.1815
O -4.433768 3.670813 1.362110 0.127 -0.127 -0.935 -0.2162
C -3.315988 3.813413 2.188600 -0.263 -0.175 -0.025 -0.1166
N -8.007778 4.417183 1.620690 -0.292 -0.128 0.837 0.0266
H -6.020398 3.848943 -1.005290 -0.355 0.008 -0.030 0.0685
H -6.368348 5.395523 -0.232950 0.681 0.123 0.063 0.0835
H -7.684788 4.614803 -0.735900 -0.180 -1.060 -0.311 0.0778
H -6.958038 2.742883 1.111380 0.574 -0.329 -0.302 0.1111
H -5.649548 3.516243 2.894370 -0.537 0.389 0.701 0.1147
H -5.393958 5.193013 2.224350 -0.787 0.277 0.210 0.1335
H -2.498818 3.336053 1.647810 0.240 0.096 0.437 0.0867
H -3.544808 3.358233 3.152210 0.392 -0.564 0.222 0.0727
H -3.116438 4.854373 2.442930 0.258 0.343 -0.354 0.0906
H -8.738268 4.063983 1.019250 -0.418 0.246 -0.142 0.0715
H -8.169698 3.907523 2.477500 -0.369 0.280 0.627 0.0700
C -1.869648 4.594153 -2.362260 0.746 0.252 0.119 -0.0501
C -1.081588 5.348663 -1.294280 2.237 -1.069 1.191 -0.3861
C 0.133192 4.431033 -0.770770 0.050 -0.770 0.228 -0.1563
O 1.121882 4.031083 -1.745450 -2.150 0.288 -1.686 -0.2123
C 2.104612 3.230703 -1.191260 0.239 -0.205 0.258 -0.1332
N -0.442118 6.581633 -1.719880 -0.337 0.237 -1.023 0.0349
H -2.211488 3.652763 -1.932110 -0.133 -0.043 -0.028 0.0724
H -1.166758 4.359123 -3.161530 -0.228 -0.011 -0.268 0.0658
H -2.720828 5.157103 -2.745220 0.130 0.049 0.047 0.0799
H -1.730858 5.521883 -0.436060 0.071 0.082 0.153 0.1270
H -0.271748 3.537623 -0.295440 -0.185 -0.443 -0.038 0.0907
H 0.842422 4.832833 -0.047120 -0.969 1.142 0.888 0.1046
H 1.698562 2.443833 -0.555600 -0.184 0.128 0.526 0.0697
H 2.771712 3.901343 -0.649670 0.513 -0.401 0.385 0.0927
H 2.631292 2.670893 -1.964120 0.183 0.496 -0.352 0.0809
H 0.385232 6.230003 -2.180260 0.294 0.444 -0.620 0.0606
H -0.065878 7.116493 -0.950160 -0.293 -0.065 0.392 0.0683
C 1.375232 -0.852807 -7.183100 0.308 0.666 -0.102 -0.0524
C 2.294572 -0.139087 -6.136080 -1.072 -1.655 -1.920 -0.3779
C 1.573172 0.042833 -4.806650 1.317 1.147 0.254 -0.2038
O 0.486012 0.935043 -4.945060 0.034 -0.506 -0.580 -0.1538
C -0.091888 1.473603 -3.780640 -0.048 -0.084 0.815 -0.0852
N 3.517892 -0.943047 -6.009120 0.203 0.117 0.791 0.0370
H 1.037032 -1.843547 -6.879530 -0.138 0.071 0.416 0.0687
H 1.957922 -1.029597 -8.087150 0.111 0.112 -0.122 0.0680
H 0.529402 -0.232037 -7.478590 -0.155 -0.104 0.201 0.0742
H 2.599292 0.793153 -6.611660 -0.154 0.329 0.518 0.1425
H 2.331022 0.488183 -4.162110 0.108 0.298 0.491 0.1038
H 1.392432 -0.931057 -4.351700 -0.795 -0.275 -0.071 0.1172
H -0.818488 2.240903 -4.047850 0.046 -0.218 -0.355 0.0827
H 0.598932 1.954723 -3.088260 0.581 0.125 -0.278 0.0680
H -0.581158 0.731743 -3.149480 -0.233 -0.371 -0.182 0.0693
H 3.329952 -1.927607 -5.885010 -0.368 -0.073 0.203 0.0368
H 4.060272 -0.925627 -6.860950 -0.083 0.320 -0.265 0.0871
C 3.138862 -4.291337 -5.104110 1.293 0.448 0.376 -0.0733
C 2.625272 -5.561167 -4.456280 -0.743 0.561 0.171 -0.4170
C 1.990902 -5.296247 -3.071450 0.283 -0.979 0.091 -0.1756
O 1.135702 -6.381357 -2.666780 -0.914 0.411 -0.542 -0.2034
C 0.498052 -6.194347 -1.399350 1.231 -0.219 0.627 -0.1087
N 1.578002 -5.998317 -5.362290 -0.811 -1.164 0.096 0.0380
H 3.783282 -3.640967 -4.512640 -0.030 -0.159 0.710 0.0506
H 2.327742 -3.654187 -5.456580 -0.117 -0.390 -0.231 0.0666
H 3.835722 -4.595137 -5.885260 -0.411 0.149 -0.597 0.0893
H 3.418422 -6.305867 -4.389620 0.187 -0.008 0.320 0.1377
H 1.464952 -4.342387 -3.111920 -0.269 0.100 0.176 0.1140
H 2.796492 -5.272847 -2.337560 0.182 0.508 0.126 0.1142
H -0.078108 -5.283707 -1.235400 0.113 0.366 -0.594 0.0798
H 1.305712 -6.236657 -0.668590 0.075 0.399 0.438 0.0823
H -0.151568 -7.008947 -1.079170 -0.032 -0.316 -0.929 0.0876
H 1.096762 -6.736037 -4.868050 -0.619 -0.111 0.301 0.0648
H 1.961162 -6.533777 -6.128170 0.393 0.342 -0.484 0.0826
C 3.094022 -2.503717 -0.823210 -0.362 -0.832 0.802 -0.0433
C 2.313492 -1.232467 -1.029430 0.601 0.773 -0.979 -0.3834
C 1.029342 -1.101507 -0.195090 0.268 -0.428 -0.485 -0.1818
O 0.226192 0.028823 -0.571540 1.161 -0.817 -0.485 -0.2017
C -0.631058 0.489473 0.468880 1.419 -0.276 -0.583 -0.0784
N 3.237852 -0.083067 -0.857720 -0.634 -0.147 0.598 0.0695
H 2.441432 -3.369137 -0.938440 -0.093 -0.081 -0.175 0.0617
H 3.502972 -2.606187 0.181950 0.127 0.274 0.161 0.0902
H 3.918962 -2.614507 -1.526990 -0.072 0.277 -0.055 0.0559
H 2.136932 -1.217057 -2.104920 -1.091 -0.265 -0.199 0.1148
H 1.308842 -1.188297 0.854880 -0.004 0.955 0.402 0.0959
H 0.444752 -2.015277 -0.301750 -0.250 -0.242 -0.484 0.0995
H 0.075132 0.820433 1.230370 -0.692 0.171 0.682 0.0651
H -1.254178 -0.348797 0.780530 -0.268 0.323 0.359 0.0768
H -1.169738 1.323083 0.018300 -0.299 -0.137 0.340 0.0772
H 4.011562 -0.212897 -1.493820 0.081 -0.059 0.074 0.0264
H 2.728362 0.717043 -1.204640 0.028 0.326 -0.042 0.0381
C 5.553402 0.397283 -3.199880 0.120 -0.740 0.132 -0.0696
C 6.591492 -0.489187 -3.949940 -0.598 1.411 2.285 -0.4252
C 6.434182 -1.977847 -3.577890 -0.043 -0.010 0.794 -0.1605
O 6.535242 -2.219997 -2.148250 0.250 0.189 -0.404 -0.2035
C 6.445522 -3.594957 -1.753190 0.071 0.681 -0.422 -0.1039
N 6.356892 -0.316937 -5.347690 0.349 -0.627 -0.913 0.0303
H 5.689132 0.352363 -2.119300 -0.126 -0.194 0.061 0.0635
H 4.581752 0.033543 -3.534070 -0.358 0.159 0.357 0.0515
H 5.633712 1.451623 -3.464470 0.169 -0.030 -0.293 0.0816
H 7.501652 -0.025617 -3.569390 0.800 -0.747 -0.577 0.1353
H 7.135622 -2.590127 -4.144630 0.310 -0.015 0.077 0.1227
H 5.437352 -2.290057 -3.889280 -0.332 -0.016 -0.189 0.0940
H 7.246742 -4.185307 -2.197750 -0.049 -0.119 -0.285 0.0851
H 5.462582 -3.992677 -2.005650 -0.030 -0.272 -0.247 0.0611
H 6.557442 -3.692157 -0.673320 0.001 0.480 0.002 0.0895
H 6.413712 0.652033 -5.626890 0.408 0.213 0.156 0.0761
H 5.367822 -0.508687 -5.418920 -0.384 -0.204 -0.519 0.0016
C 1.260192 -2.690557 5.160550 0.337 -0.911 1.600 -0.0673
C 1.212922 -2.366137 3.747620 -1.037 -0.256 -2.883 -0.4473
C -0.021798 -3.070847 3.005370 2.889 0.580 0.559 -0.1833
O 0.308032 -4.447217 2.965190 -2.078 0.033 -0.216 -0.1848
C -0.829248 -5.142577 2.396050 1.553 -1.400 0.717 -0.0825
N 1.040552 -0.969747 3.533270 -1.144 0.770 -0.727 0.0476
H 1.199432 -3.774727 5.255300 0.197 -0.049 0.543 0.0848
H 0.454642 -2.212187 5.717640 -0.314 -0.097 -0.118 0.0809
H 2.177042 -2.282027 5.585500 0.214 -0.309 0.170 0.0823
H 2.113642 -2.641997 3.199250 0.134 -0.624 0.113 0.1402
H -0.073458 -2.732207 1.970600 -0.054 0.437 -0.054 0.0966
H -0.954148 -2.805057 3.503560 -0.223 -0.309 0.328 0.1223
H -0.374788 -5.950697 1.822890 -0.183 0.305 -0.914 0.0741
H -1.529558 -4.503837 1.857830 0.202 -0.102 -0.093 0.0888
H -1.316638 -5.759777 3.150780 -0.528 0.625 0.485 0.0812
H 0.150072 -0.839567 3.991740 -0.258 1.220 0.064 0.0422
H 1.717552 -0.366947 3.978700 0.069 -0.250 0.465 0.0414
C -3.883058 0.352813 -0.058770 0.780 -0.757 1.100 -0.0739
C -5.352168 0.031323 -0.049560 1.234 -0.581 -1.728 -0.4401
C -5.934958 -0.040207 1.316950 -1.104 -1.050 -0.078 -0.1785
O -5.455428 -1.237927 1.957570 0.807 0.998 -1.592 -0.1723
C -5.976688 -1.512397 3.193980 -0.515 0.546 1.560 -0.1464
N -5.970328 0.990063 -0.966610 -0.926 -0.223 0.740 0.0626
H -3.427008 0.000013 -0.983780 -0.005 0.516 -0.207 0.0683
H -3.385758 -0.228047 0.718010 0.136 0.078 0.224 0.0633
H -3.730258 1.414083 0.137350 0.219 0.069 -0.128 0.0745
H -5.396818 -0.933197 -0.555340 -0.581 -0.356 0.372 0.1445
H -7.013538 -0.157047 1.211480 -0.342 0.161 0.048 0.1290
H -5.764248 0.921053 1.801650 0.424 -0.098 0.833 0.1149
H -7.064198 -1.574397 3.233640 -0.350 -0.325 -0.436 0.0871
H -5.756838 -0.711017 3.899360 0.263 0.115 0.316 0.0642
H -5.545888 -2.429167 3.596530 0.016 -0.027 -0.246 0.0974
H -5.389078 0.918253 -1.789470 -0.156 0.340 -0.360 0.0734
H -5.766188 1.882643 -0.540330 -0.064 0.502 -0.329 0.0189
C -0.479498 4.348353 4.179370 -0.270 1.108 0.336 -0.0597
C 0.442172 3.786663 3.132510 -0.074 -0.015 -0.013 -0.4253
C 1.799812 4.499713 3.053660 -0.361 2.119 0.646 -0.1513
O 1.573072 5.905653 2.705010 -0.074 -0.775 -0.039 -0.2007
C 2.694892 6.662003 2.296790 0.074 -0.564 -0.411 -0.1182
N 0.622772 2.399583 3.474500 0.166 -0.542 -0.290 0.0704
H -1.398658 3.778673 4.316130 0.024 -0.227 -0.491 0.0569
H -0.747998 5.365723 3.894830 -0.035 0.159 0.354 0.0824
H -0.032748 4.343743 5.173600 0.345 0.213 0.063 0.0831
H -0.097888 3.879673 2.190290 0.254 -0.175 -0.332 0.1189
H 2.605272 4.032203 2.487300 -0.471 -0.154 -0.817 0.1007
H 2.209512 4.527783 4.063340 0.045 -0.128 0.510 0.1136
H 3.048622 6.316613 1.325360 0.079 -0.125 -0.291 0.0735
H 3.554672 6.591013 2.963010 -0.054 0.015 0.424 0.0832
H 2.411512 7.706733 2.169050 -0.194 -0.102 0.264 0.0872
H 1.236872 2.374733 4.275980 -0.036 -0.132 0.481 0.0477
H 1.205562 1.978173 2.765370 0.186 -0.422 -0.408 0.0228

=====

Entry 2:
23
Properties=species:S:1:pos:R:3:forces:R:3:nbo_charge:R:1 method="wB97M-V/def2-TZVPD" smiles="CC/C(C)=C(/C)N.O" e_above_lowest_kcal_mol=70.2 molar_mass_g_mol=117.192 orbital_gap_ha=0.3168 total_energy_ha=-367.5195
C 1.176895 0.171940 -2.287704 1.376 -2.023 0.081 -0.6052
C 0.337712 0.877181 -1.238640 0.578 2.985 0.194 -0.4237
N 1.006195 0.907173 1.701259 -0.021 -0.312 -1.826 -0.8606
C 0.556762 -0.335032 0.991513 -0.622 2.910 -0.997 0.1546
C 0.017167 -0.197136 -0.256966 0.837 0.754 2.302 -0.0752
C -1.146219 -1.005299 -0.562164 -2.828 3.367 -4.940 -0.6290
C 0.262244 -1.524298 1.807714 -2.329 -2.350 2.092 -0.6762
H 0.583610 -0.650795 -2.758896 0.294 0.661 0.361 0.2097
H 2.062456 -0.395137 -1.796052 -1.343 1.128 -0.691 0.2093
H 1.578968 0.749995 -3.103809 0.024 0.567 -0.153 0.2119
H 0.871030 1.885751 -0.800641 -0.897 -2.622 -0.909 0.1832
H -0.568716 1.335538 -1.727379 0.558 -0.742 0.500 0.2145
H 1.270876 1.735961 1.090590 -0.562 -1.925 0.915 0.3816
H 1.694557 0.820111 2.424366 0.315 -0.431 0.165 0.3726
H -2.104405 -0.421532 -0.239212 1.587 -0.958 -0.513 0.2483
H -1.305219 -1.197422 -1.722923 0.387 0.486 2.120 0.1910
H -1.185291 -1.901109 -0.165774 -0.056 -4.407 2.197 0.2067
H 0.469956 -2.543804 1.401185 0.397 1.091 -0.362 0.2343
H 0.764398 -1.518989 2.772580 0.244 0.234 0.050 0.2236
H -0.877173 -1.755762 2.138889 2.120 1.308 -0.821 0.2213
H -1.854154 2.192365 0.269836 0.134 1.306 -1.177 0.4577
H -1.404363 1.220277 1.211745 1.128 -0.852 0.986 0.4759
O -2.207292 1.550018 0.850476 -1.321 -0.175 0.423 -0.9262

=====

Entry 3:
19
Properties=species:S:1:pos:R:3:forces:R:3:nbo_charge:R:1 method="wB97M-V/def2-TZVPD" total_charge=+1 e_above_lowest_kcal_mol=123.7 molar_mass_g_mol=111.168 orbital_gap_ha=0.2762 total_energy_ha=-344.3180
C -0.110282 -0.574616 1.982812 2.098 -0.144 -0.999 -0.2498
C 0.186818 0.287745 0.746014 0.538 -0.792 -0.223 -0.2910
C -1.142942 0.482405 0.156058 -2.115 -0.411 -0.018 -0.3886
C -2.147463 0.084376 1.182762 3.237 1.661 -0.486 0.2816
C -0.013098 -0.476294 -0.520636 -0.530 -0.010 1.222 -0.1249
C 1.867447 -0.319353 -2.105688 2.608 1.632 -1.128 -0.4484
N -1.519853 -0.410799 2.251755 -3.237 0.323 -0.699 -0.4594
N 0.530060 0.277876 -1.714440 0.485 -3.412 0.290 -0.5445
H 0.080536 -1.619817 1.781568 0.217 -0.138 -0.035 0.2457
H 0.652557 -0.170699 2.617375 -0.535 -0.231 1.926 0.2427
H 0.800391 1.185108 0.870140 0.074 -0.356 0.075 0.2257
H -1.312653 1.357629 -0.433334 -0.668 0.444 -0.104 0.2328
H -3.118758 0.570510 1.173181 -0.409 -1.028 0.290 0.2487
H 2.374571 0.534782 -2.597930 -0.252 -0.267 -0.132 0.2183
H 2.675603 -0.511184 -1.320248 -2.102 -0.355 -0.450 0.2591
H 1.830740 -1.066757 -2.949479 -0.485 0.384 1.578 0.2553
H -2.118896 -0.823513 3.007666 1.379 0.579 -0.653 0.4533
H -0.058651 -0.074676 -2.457331 -0.475 0.657 -0.325 0.4440
H 0.543874 1.267276 -1.670246 0.171 1.464 -0.129 0.3994